Computed, not measured: a cluster of 4 separate species, C32H36BrF24N4O4 in total, with ωB97M-V/def2-TZVPD.

Strongest force on any atom: 6.0 eV/A
2S+1: 1
Relative energy (zero: lowest compared OMol25 entry of this formula, charge and spin): 0.0 kcal/mol
Lowest unoccupied orbital energy: -4.68 eV
Net charge: +1

Geometry as XYZ:
```
101
C32H36BrF24N4O4 (ωB97M-V/def2-TZVPD)
F 2.879 -5.724 1.972
C -3.073 -1.108 1.238
C -4.260 4.731 3.418
H 4.814 7.572 1.228
C -3.972 3.036 -1.920
F 2.922 -7.356 0.555
H 2.035 3.475 2.330
F 7.060 7.514 0.870
C -0.438 -4.607 -3.600
F -2.866 -4.661 -1.664
H -1.282 5.874 0.237
H 3.619 2.675 0.247
F -4.672 -3.482 -1.508
H -2.001 4.471 3.636
C -3.262 5.260 -0.564
F 7.354 5.288 -1.005
H 1.989 -5.644 0.198
F 5.241 3.583 1.768
C -1.608 -0.507 1.198
H -5.126 -0.697 0.188
F -3.444 -1.323 -2.700
F 6.721 5.128 1.455
H -1.127 -7.363 0.930
H 5.149 5.369 2.637
H -1.309 -1.451 -3.609
C -2.776 4.504 2.777
C -4.506 1.530 -1.710
F 0.129 -5.733 2.010
F 2.972 -10.935 0.082
C -0.009 1.137 0.337
H -2.940 -2.923 -0.713
N -0.738 -0.756 3.622
H -4.943 3.920 2.994
C 0.820 -6.839 1.593
C -2.940 -2.586 -2.864
C -0.509 -1.142 2.179
F 0.332 -10.583 -0.869
H -0.698 -2.285 2.142
C 2.559 2.242 0.341
F -0.460 -4.603 -2.250
H -1.597 -1.234 3.965
F 9.036 6.652 -0.858
Br -3.559 -2.604 2.413
C 5.412 4.930 1.670
F 1.533 -8.795 -0.911
F -3.537 -3.080 -3.973
H -0.032 -7.225 -0.404
C 0.250 2.097 1.501
F 3.226 5.238 0.896
F 0.858 -4.753 -3.950
C 6.878 7.572 -0.463
O 5.499 7.451 -0.753
C -4.030 -0.372 0.263
H -0.526 2.355 2.305
C 1.964 -10.411 0.820
C 2.126 1.224 -0.727
H -4.140 3.412 0.348
H -2.746 5.497 -1.565
O -2.559 5.609 1.865
C -4.236 3.978 -0.647
C -3.320 -3.397 -1.622
F -0.913 -6.938 -3.657
H -1.093 -5.809 -5.291
C 1.689 2.740 1.538
C -3.540 0.776 -0.651
C -2.110 5.134 0.552
C -1.428 -2.431 -3.139
C 7.739 6.562 -1.234
H -5.309 4.376 -0.697
H 7.675 6.744 -2.310
H 0.020 -1.211 4.165
H -1.619 4.102 0.594
H 0.566 -0.995 1.837
C -0.105 -7.603 0.620
C 4.527 5.493 0.554
H -5.579 1.529 -1.284
H -2.810 3.481 2.269
F 1.011 -7.594 2.700
H -0.844 -2.365 -2.216
H -2.863 3.059 -2.245
F 2.531 -9.583 1.723
F 7.226 8.824 -0.830
N -2.198 1.195 -0.566
H 2.826 0.890 -1.576
H -4.263 4.628 4.558
F 4.736 4.841 -0.616
C 4.635 7.013 0.305
C 0.956 -9.682 -0.078
H -3.874 6.197 -0.283
H -4.563 3.462 -2.816
C -1.259 -5.751 -4.212
N 0.818 0.679 -0.706
O -0.828 -3.334 -4.078
C 2.152 -6.355 1.013
H -4.470 0.953 -2.711
N -1.416 0.575 0.299
H -4.625 5.772 3.091
F -2.582 -5.593 -4.003
H 1.476 -11.221 1.368
H 3.641 7.333 -0.022
O -0.067 -9.037 0.657
```

Computed, not measured: a cluster of 2 separate species, C2H8N3 in total, with ωB97M-V/def2-TZVPD.

Strongest force on any atom: 3.9 eV/A
2S+1: 1
Relative energy (zero: lowest compared OMol25 entry of this formula, charge and spin): 121.3 kcal/mol
Lowest unoccupied orbital energy: -3.76 eV
Net charge: +1

Geometry as XYZ:
```
13
C2H8N3 (ωB97M-V/def2-TZVPD)
H -1.536 1.719 0.306
H 0.783 -0.494 1.597
H -0.951 -2.429 0.269
N 1.562 0.777 -0.108
C 0.247 -0.490 0.717
H 1.875 1.646 0.307
C -0.466 -1.479 -0.130
N -0.910 -0.142 0.210
H 2.403 0.095 -0.152
H -0.193 -1.651 -1.173
N -1.611 0.919 -0.343
H 1.340 0.913 -1.121
H -2.542 0.617 -0.381
```

Computed, not measured: the molecule C6H10O, with ωB97M-V/def2-TZVPD.

Strongest force on any atom: 2.0 eV/A
2S+1: 1
Relative energy (zero: lowest compared OMol25 entry of this formula, charge and spin): 23.2 kcal/mol
Lowest unoccupied orbital energy: 1.07 eV
SMILES: C/C=C/CCC=O

Geometry as XYZ:
```
17
C6H10O (ωB97M-V/def2-TZVPD)
O 0.706 -2.862 -1.813
C 0.296 -2.083 -0.994
H -0.896 2.862 2.850
C -1.457 2.358 2.057
H 1.802 -0.286 0.178
H -2.069 3.241 1.818
H -0.876 -0.361 -1.181
H -2.015 1.513 2.465
H -0.145 2.667 0.329
C -0.011 0.656 0.945
H 0.434 -0.387 -2.321
H 0.082 -2.315 0.054
C 0.203 -0.599 -1.278
H 1.340 1.116 -0.758
C 0.904 0.281 -0.190
C -0.425 1.906 1.054
H -0.339 -0.112 1.654
```

Computed, not measured: the molecule C9H13NO3, with ωB97M-V/def2-TZVPD.

Strongest force on any atom: 3.6 eV/A
2S+1: 1
Relative energy (zero: lowest compared OMol25 entry of this formula, charge and spin): 37.3 kcal/mol
Lowest unoccupied orbital energy: 0.75 eV
SMILES: NC[C@@H](CC(=O)O)Cc1ccco1

Geometry as XYZ:
```
26
C9H13NO3 (ωB97M-V/def2-TZVPD)
H 4.022 0.431 0.833
H -1.379 3.062 0.660
O 1.104 0.913 -0.583
C -1.492 1.245 0.302
H -0.455 -2.451 2.252
N -0.261 -1.893 1.336
C 1.132 -0.443 -0.538
H 2.677 -1.837 0.019
H -2.245 -1.564 1.100
H 0.461 -2.308 -1.244
O -0.762 1.046 1.205
C -1.894 0.247 -0.771
H -1.953 -1.631 -1.535
H -1.725 -3.051 0.328
C 2.246 1.407 0.027
C 2.349 -0.812 0.032
H 0.172 -0.866 -2.259
H -1.717 0.707 -1.749
H -3.032 0.051 -0.797
O -1.827 2.518 -0.017
H 2.231 2.502 0.087
C 0.183 -1.300 -1.300
C -1.282 -1.192 -0.781
C -1.492 -1.976 0.496
H -0.212 -0.881 1.477
C 3.061 0.370 0.304
```

Computed, not measured: a cluster of 2 separate species, C33H34BF5O2S in total, with ωB97M-V/def2-TZVPD.

Strongest force on any atom: 4.2 eV/A
2S+1: 1
Relative energy (zero: lowest compared OMol25 entry of this formula, charge and spin): 23.9 kcal/mol
Lowest unoccupied orbital energy: -3.63 eV

Geometry as XYZ:
```
76
C33H34BF5O2S (ωB97M-V/def2-TZVPD)
H -3.148 -1.438 0.741
F -4.878 3.488 0.439
H -7.141 0.592 -0.638
C 0.937 -2.401 -3.682
O 2.971 -0.599 -1.090
H 3.130 2.642 -0.244
H 3.094 0.929 1.851
C -3.515 -0.407 0.707
F 1.967 -3.963 -7.434
H -1.369 -0.722 2.304
H 1.497 -1.113 1.211
C -1.235 1.274 3.216
H 0.845 0.320 1.920
C 1.790 -1.419 -3.182
F -2.284 4.355 4.939
C 1.952 -2.184 -5.852
F 3.147 -2.174 -7.930
H 0.226 -2.873 -3.018
H 4.549 0.669 0.905
C 1.007 -2.774 -5.031
H 1.771 2.582 4.202
H 1.877 -5.478 2.098
C -1.674 0.324 2.214
C 0.866 -2.140 -0.485
C -2.783 0.620 1.370
H -0.190 5.704 4.798
H 1.442 5.060 4.531
H -6.522 2.045 -1.434
C 1.255 -5.683 1.229
H 1.820 -6.315 0.532
H -7.144 2.144 0.222
H -0.537 1.884 0.079
C -0.386 -2.726 -0.460
C 3.522 0.319 1.047
C -1.479 3.404 4.361
H 3.556 -0.737 1.337
C 0.550 1.990 0.064
C -4.715 -0.126 0.077
H -0.204 -0.671 0.869
C 0.886 -4.403 0.602
H 3.404 -0.063 -3.656
C 2.805 -1.198 -5.379
H 0.641 4.807 6.080
C 2.014 -2.600 -7.302
C 0.805 -0.269 1.011
H -5.301 -0.906 -0.408
H 0.860 2.394 1.033
H -1.262 -4.567 0.507
H -2.626 2.816 1.505
C 1.175 0.615 -0.148
C 2.721 -0.818 -4.030
C 0.103 1.288 3.712
C -0.386 -3.977 0.250
C -2.066 2.301 3.765
H -3.154 2.269 3.666
F 0.953 -2.097 -8.010
H 3.526 -0.727 -6.034
C 0.472 4.856 4.997
B 1.675 -0.938 -1.620
C 2.770 0.539 -0.252
H 0.359 -6.218 1.553
C -5.241 1.177 0.065
O 0.727 0.125 -1.398
H 0.697 0.371 3.734
H 2.830 1.973 -1.889
S 2.086 -3.257 0.099
H -1.268 -2.285 -0.913
C -6.578 1.512 -0.476
C 3.316 1.794 -0.920
H 4.399 1.690 -1.068
C 0.687 2.486 4.121
C -0.100 3.589 4.464
H 0.824 2.678 -0.738
H 0.325 -3.523 -5.423
C -3.210 1.970 1.154
C -4.433 2.193 0.561
```

Computed, not measured: a cluster of 5 separate species, C27H58NO20PS4 in total, with ωB97M-V/def2-TZVPD.

Strongest force on any atom: 1.1 eV/A
2S+1: 1
Relative energy (zero: lowest compared OMol25 entry of this formula, charge and spin): 0.0 kcal/mol
Lowest unoccupied orbital energy: -0.14 eV
SMILES: CCCC[C@](CCC(C)C)(CNCCCP(=O)(OCC)OCC)OC.O=S1(=O)OCCO1.O=S1(=O)OCCO1.O=S1(=O)OCCO1.O=S1(=O)OCCO1

Geometry as XYZ:
```
111
C27H58NO20PS4 (ωB97M-V/def2-TZVPD)
H 2.025 -4.998 -1.075
H -1.068 -3.914 -2.457
S -1.138 1.902 -3.774
H 6.182 0.405 -0.231
O -2.154 2.733 -4.684
C -2.576 3.928 -4.008
O -7.891 3.273 0.777
H -2.026 0.046 6.044
O 3.488 1.851 3.959
C 2.871 -3.045 -0.675
S -3.076 -3.443 0.423
H 2.372 1.453 -2.033
H 5.142 1.540 1.856
H -5.987 3.204 1.578
H -0.610 -3.118 -4.448
H -3.468 3.703 -3.420
C -7.017 3.025 1.890
C 1.213 2.773 3.730
H 3.788 -0.979 0.834
H -6.686 4.237 3.661
C -1.950 1.083 5.731
H -2.803 4.694 -4.743
S -3.282 2.882 4.655
H -0.946 1.284 5.354
H 0.887 -0.850 0.695
H -1.536 2.290 7.500
H -8.372 3.699 3.443
H 4.079 0.369 -3.645
H 2.170 -0.213 -4.215
C 0.015 -3.844 -2.565
C -2.740 -1.283 -0.789
O 0.061 1.721 -4.506
O -4.697 2.986 4.651
H -4.694 -1.392 -1.753
O -2.898 1.334 4.680
N 4.719 0.567 -1.705
C 4.270 -0.298 -2.804
C 4.274 -0.024 0.649
O -0.928 3.016 -2.649
H 3.076 -3.265 -2.787
C 5.266 -0.116 -0.517
O -7.758 5.211 2.177
C -2.349 2.062 6.817
H 0.792 0.665 -2.294
C 0.339 -3.155 -3.911
H 3.499 -2.672 0.137
H 0.357 -1.386 -2.703
C 2.881 -4.574 -0.548
O -2.218 -2.102 0.270
H 4.118 -6.312 -0.824
H 5.551 -1.150 -0.723
O 2.208 0.315 2.418
S -8.248 4.830 0.705
C 1.670 0.714 -1.646
O 2.264 -0.540 -1.411
O 3.784 -0.657 4.230
H 1.737 -1.640 2.986
C 2.989 -1.124 -2.468
H -0.419 -0.022 1.557
C 0.738 -1.675 -3.683
H 0.886 3.611 4.340
O -2.380 -4.520 -0.177
H 1.995 -4.558 -4.163
H 2.794 -1.816 -4.477
C -1.398 4.287 -3.126
H 1.010 1.831 4.232
O -2.713 3.253 6.098
O -4.272 -3.019 -0.551
C 2.191 -1.220 -3.793
H 1.817 -3.409 -5.518
H 0.372 -4.873 -2.531
C 4.155 -5.246 -1.049
H -7.128 1.995 2.216
C 2.683 2.867 3.334
P 3.567 0.415 3.253
H 1.329 1.070 -0.672
H 4.488 -2.637 -1.986
H -2.534 -0.239 -0.573
H -1.675 4.908 -2.279
C 1.240 -0.697 2.784
H 2.797 2.840 2.251
H 0.368 -3.274 -1.709
C 4.850 0.495 1.975
O -3.551 -3.523 1.757
H 1.869 -2.669 -0.485
C 3.404 -2.559 -2.024
H 5.048 -4.846 -0.567
O -7.393 5.470 -0.227
C -7.463 4.025 2.933
H 5.057 -0.984 -3.138
H -0.599 4.768 -3.692
H -0.226 -1.804 1.653
H 3.096 3.818 3.663
H 0.711 -0.350 3.671
O -9.656 4.958 0.615
C -4.221 -1.605 -0.799
H 4.281 -5.161 -2.128
O -1.817 0.804 -3.184
H 0.703 -4.736 -5.322
H -3.217 1.713 7.378
O -2.504 3.552 3.678
H -2.255 -1.565 -1.725
C 1.286 -3.996 -4.770
H 3.492 0.658 0.329
H 2.767 -4.838 0.505
H -4.754 -1.090 0.003
H 5.691 -0.097 2.326
H 5.463 1.132 -2.089
H 0.597 2.777 2.831
C 0.288 -0.847 1.609
H 0.169 -1.075 -4.393
```

| no. | Kohn-Sham gap (eV) |
| --- | --- |
| 1 | 7.2 |
| 2 | 9.7 |
| 3 | 10.5 |
| 4 | 8.5 |
| 5 | 3.3 |
| 6 | 8.7 |